Entry 1:
A gas-phase ion, C10H24N3 (charge +1), computed with the ωB97M-V functional and the def2-TZVPD basis.

Output
E_HOMO = -11.6 eV
SMILES string = CCN(C=[NH2+])CCCN(C)C(C)C
Relative energy (zero: lowest compared OMol25 entry of this formula, charge and spin) = 0.0 kJ/mol
Orbital gap = 8.899 eV

```
! RIJCOSX wB97M-V def2-TZVPD def2/J DEFGRID3
* xyz 1 1
C -0.526 -1.195 0.859
C -1.280 -0.530 -0.302
C 0.942 -1.433 0.462
C -2.352 1.488 0.464
C -4.365 -0.660 -1.168
C 3.863 -0.550 -0.742
C 2.559 1.576 -1.058
C 2.347 0.101 1.665
C -3.713 -0.469 0.197
C 2.464 0.071 -0.788
N -2.441 0.236 0.123
N -1.227 2.172 0.527
N 1.659 -0.166 0.414
H -0.559 -0.557 1.743
H -0.991 -2.147 1.121
H -0.591 0.127 -0.839
H -1.624 -1.291 -1.002
H 1.393 -2.121 1.188
H 0.962 -1.923 -0.513
H -3.271 2.004 0.718
H -5.322 -1.154 -1.029
H -4.541 0.291 -1.662
H -3.759 -1.287 -1.815
H 4.326 -0.500 -1.723
H 4.498 -0.016 -0.041
H 3.807 -1.595 -0.442
H 3.084 1.748 -1.992
H 3.108 2.083 -0.269
H 1.570 2.026 -1.138
H 3.095 -0.662 1.912
H 2.838 1.069 1.615
H 1.616 0.128 2.474
H -4.386 0.088 0.851
H -3.524 -1.443 0.650
H 1.910 -0.378 -1.623
H -0.326 1.726 0.381
H -1.240 3.145 0.783
*
```



Entry 2:
3 unconnected molecules or ions with the total composition C10H24N3O3P2, computed with the ωB97M-V functional and the def2-TZVPD basis.

Output
E_HOMO = -3.8 eV
Orbital gap = 6.420 eV

```
! RIJCOSX wB97M-V def2-TZVPD def2/J DEFGRID3
* xyz -1 1
N 0.053 -0.046 1.084
P 0.456 1.446 0.748
O 1.498 1.587 -0.529
O 1.292 2.045 2.034
P -1.262 2.881 0.403
C -2.303 1.489 -0.410
C -3.124 0.666 0.512
O -3.786 -0.247 0.120
H 0.486 -0.680 0.418
H 1.438 0.829 -1.117
H 1.228 3.010 1.972
H -1.714 2.542 1.752
H -0.410 3.956 0.963
H -0.774 3.246 -0.940
H -2.364 3.849 0.256
H -1.668 0.790 -0.928
H -2.942 1.928 -1.159
H -3.161 0.898 1.579
C 4.959 2.085 0.490
C 6.301 1.694 -0.117
C 6.370 1.935 -1.630
C 5.367 1.140 -2.345
N 4.599 0.510 -2.899
H 4.140 1.493 0.082
H 4.967 1.925 1.568
H 4.738 3.138 0.307
H 6.502 0.641 0.090
H 7.097 2.270 0.361
H 7.353 1.664 -2.015
H 6.200 2.988 -1.855
C -5.238 -5.353 0.170
C -4.757 -4.006 0.700
C -3.750 -3.317 -0.225
C -2.557 -4.153 -0.395
N -1.651 -4.830 -0.525
H -4.413 -6.062 0.081
H -5.975 -5.792 0.844
H -5.701 -5.245 -0.813
H -4.308 -4.145 1.685
H -5.614 -3.342 0.830
H -3.458 -2.354 0.191
H -4.191 -3.136 -1.205
*
```



Entry 3:
A molecular structure, C10H24N6O6PtS, computed with the ωB97M-V functional and the def2-TZVPD basis.

Output
E_HOMO (spin up / spin down) = -5.5 / -7.4 eV
Expectation value of S² = 2.01
Relative energy (zero: lowest compared OMol25 entry of this formula, charge and spin) = 0.0 kJ/mol
Orbital gap (spin up / spin down) = 5.234 / 6.883 eV

```
! RIJCOSX wB97M-V def2-TZVPD def2/J DEFGRID3
* xyz 0 3
O 0.087 -0.168 -4.062
H -0.045 -0.089 -5.024
Pt 0.517 -0.275 -0.052
N 0.181 1.555 0.623
N 1.751 0.743 -1.211
N -1.042 -1.084 0.839
N 0.201 -1.893 -1.145
O -0.844 1.892 1.327
O -1.717 -0.500 1.866
O 0.842 -2.127 -2.304
O 2.313 0.230 -2.238
C 1.942 2.036 -0.810
C 1.136 2.450 0.263
C -1.361 -2.336 0.482
C -0.668 -2.790 -0.673
C 1.273 3.706 1.042
H 1.829 3.513 1.972
H 0.298 4.130 1.308
H 1.850 4.450 0.484
C 2.968 2.856 -1.491
H 2.663 3.070 -2.525
H 3.958 2.377 -1.511
H 3.057 3.805 -0.954
C -2.311 -3.148 1.283
C -0.865 -4.112 -1.325
H -2.891 -2.500 1.951
H -1.770 -3.901 1.882
H -2.997 -3.701 0.624
H -0.190 -4.279 -2.167
H -1.888 -4.207 -1.711
H -0.723 -4.916 -0.594
H -1.432 0.490 1.781
H 1.361 -1.275 -2.483
C -0.872 0.644 -3.376
H -0.339 1.460 -2.874
H -1.390 0.029 -2.628
H -1.609 1.079 -4.062
O -3.423 2.270 -0.722
H -3.739 1.353 -0.634
H -2.567 2.260 -0.237
N 0.486 -1.503 3.792
C 1.077 -0.402 3.322
N 0.801 0.773 3.886
S 2.195 -0.572 2.025
H -0.168 -1.483 4.571
H 0.622 -2.367 3.300
H 1.163 1.621 3.439
H 0.282 0.837 4.752
*
```



Entry 4:
2 unconnected molecules or ions with the total composition C10H24NSi, computed with the ωB97M-V functional and the def2-TZVPD basis.

Output
E_HOMO = -13.1 eV
Relative energy (zero: lowest compared OMol25 entry of this formula, charge and spin) = 234.9 kJ/mol
Orbital gap = 10.373 eV

```
! RIJCOSX wB97M-V def2-TZVPD def2/J DEFGRID3
* xyz 1 1
C 1.675 0.116 -1.516
C 1.273 -0.341 -0.356
C -1.453 3.745 -1.898
C -1.735 -2.721 -0.350
C 1.643 -2.220 1.217
C 3.548 -1.131 0.319
C -0.756 0.707 2.258
C -1.109 2.729 -0.722
C -2.058 -1.538 0.645
C -1.732 1.373 -0.877
N 2.152 -0.909 0.606
Si -1.111 0.157 0.471
H 1.076 0.514 -2.333
H 2.641 0.109 -1.860
H -1.399 3.351 -2.892
H -2.448 4.010 -1.772
H -0.772 4.522 -1.987
H -2.116 -2.611 -1.393
H -0.674 -2.840 -0.482
H -2.145 -3.654 0.132
H 0.619 -2.013 1.555
H 1.588 -3.068 0.505
H 2.261 -2.487 1.971
H 3.690 -1.886 -0.496
H 3.989 -0.140 -0.169
H 4.047 -1.489 1.241
H -0.152 -0.088 2.786
H -0.182 1.698 2.368
H -1.729 0.983 2.756
H -0.064 2.656 -0.893
H -1.249 3.264 0.193
H -1.939 -1.756 1.695
H -3.198 -1.503 0.603
H -1.471 1.023 -1.869
H -2.788 1.508 -0.730
H 2.077 -0.071 1.275
*
```



Entry 5:
C10H24O6Si in the gas phase, computed with the ωB97M-V functional and the def2-TZVPD basis.

Output
E_HOMO = -9.6 eV
SMILES string = COCCO[Si](C)(OCCOC)OCCOC
Relative energy (zero: lowest compared OMol25 entry of this formula, charge and spin) = 117.2 kJ/mol
Orbital gap = 10.254 eV

```
! RIJCOSX wB97M-V def2-TZVPD def2/J DEFGRID3
* xyz 0 1
O 3.669 -2.510 -0.042
O -0.822 1.082 3.530
O -3.693 0.192 -1.260
O 1.268 -0.881 -0.335
O -0.656 0.730 0.631
O -0.740 0.246 -1.983
C 3.168 -1.818 1.067
C -0.806 2.223 2.743
C -3.038 -1.057 -1.142
C 2.678 -2.658 -1.063
C -0.255 -0.026 2.922
C -2.813 1.336 -1.335
C 1.994 -1.352 -1.426
C -0.856 -0.289 1.537
C -1.693 1.192 -2.354
C 1.387 1.922 -0.974
Si 0.269 0.455 -0.689
H 3.670 -2.115 1.996
H 2.097 -2.011 1.166
H 3.364 -0.754 0.911
H -1.396 2.079 1.827
H -1.187 3.021 3.403
H 0.240 2.471 2.483
H -3.761 -1.832 -1.037
H -2.344 -1.026 -0.312
H -2.474 -1.220 -2.049
H 1.934 -3.365 -0.671
H 3.132 -3.144 -1.935
H -0.419 -0.840 3.639
H 0.826 0.085 2.842
H -3.470 2.213 -1.577
H -2.378 1.593 -0.354
H 1.329 -1.544 -2.277
H 2.778 -0.616 -1.666
H -1.944 -0.430 1.669
H -0.503 -1.189 1.051
H -1.172 2.162 -2.530
H -2.118 0.946 -3.343
H 1.954 2.136 -0.054
H 0.733 2.768 -1.218
H 2.048 1.826 -1.791
*
```



Entry 6:
11 unconnected molecules or ions with the total composition C10H25Cl4O13, computed with the ωB97M-V functional and the def2-TZVPD basis.

Output
E_HOMO = -4.3 eV
Orbital gap = 4.133 eV

```
! RIJCOSX wB97M-V def2-TZVPD def2/J DEFGRID3
* xyz -1 1
C 1.949 -1.763 -0.323
C 0.969 -0.943 -1.180
O 1.221 0.271 -1.475
O -0.166 -1.463 -1.343
H 2.876 -1.935 -0.869
H 1.681 -2.685 0.193
H 2.296 -1.066 0.439
C -3.148 3.233 3.618
C -2.270 4.168 3.881
C -2.220 4.886 5.183
O -1.245 5.522 5.599
C -3.390 4.634 5.970
C -4.282 3.653 5.749
C -4.243 2.888 4.528
O -4.940 1.928 4.246
O -5.368 3.341 6.576
O -1.346 4.543 2.994
H -3.140 2.807 2.626
H -3.458 5.234 6.865
H -5.747 2.513 6.274
H -1.226 3.900 2.291
O 1.727 7.079 -3.157
H 0.772 7.084 -3.230
H 1.979 6.179 -3.363
O 7.696 -2.354 -4.284
H 6.825 -2.503 -4.653
H 8.139 -3.199 -4.368
O 5.981 2.433 -1.304
H 6.464 2.358 -2.128
H 5.113 2.082 -1.502
O -2.795 -4.552 -6.316
H -3.407 -5.080 -5.803
H -2.249 -4.115 -5.662
O -4.826 1.527 -3.676
H -4.146 0.938 -3.349
H -4.656 1.589 -4.617
O -5.333 -4.870 -1.583
H -4.640 -4.241 -1.381
H -5.761 -5.034 -0.743
O 0.211 2.317 -7.140
H 0.288 2.013 -6.236
H -0.650 2.732 -7.182
C -0.894 -8.572 -0.535
Cl -1.077 -8.694 1.194
Cl 0.599 -9.243 -1.227
H -1.761 -9.035 -1.007
H -0.943 -7.523 -0.828
C 6.490 -0.684 4.333
Cl 5.298 0.380 5.118
Cl 8.059 -0.582 5.177
H 6.070 -1.690 4.320
H 6.623 -0.405 3.288
*
```



Entry 7:
A molecular structure, C10H25I2O2P2Rh, computed with the ωB97M-V functional and the def2-TZVPD basis.

Output
E_HOMO (spin up / spin down) = -14.9 / -16.1 eV
Expectation value of S² = 6.02
Relative energy (zero: lowest compared OMol25 entry of this formula, charge and spin) = 12.9 kJ/mol
Orbital gap (spin up / spin down) = 6.963 / 5.820 eV

```
! RIJCOSX wB97M-V def2-TZVPD def2/J DEFGRID3
* xyz 2 5
I 2.614 2.022 0.139
I -1.512 -1.141 -1.780
Rh 0.622 0.472 -0.705
P -0.941 2.152 0.179
C -1.399 2.128 1.998
C -0.361 3.884 0.024
H -1.194 4.608 0.224
H -3.118 3.145 -0.384
H 0.010 4.052 -1.002
H -2.381 2.243 -1.759
H -0.441 2.091 2.546
H 0.478 4.083 0.726
C -2.564 2.229 -0.675
H -2.056 2.931 2.309
H -3.148 1.328 -0.429
H -1.889 1.148 2.154
P 2.035 -0.881 -1.884
C 2.745 -2.222 -0.893
C 1.283 -1.690 -3.331
H 3.103 0.891 -3.132
H 3.949 -0.672 -3.338
H 4.161 0.289 -1.826
C 3.454 -0.007 -2.612
H 0.745 -0.945 -3.924
H 2.073 -2.146 -3.942
H 3.414 -2.825 -1.528
H 1.942 -2.861 -0.506
H 0.567 -2.455 -3.000
H 3.314 -1.803 -0.054
C 0.873 -0.398 0.942
O 1.225 -0.942 1.892
C -1.429 -2.669 1.376
C -1.833 -1.304 1.754
C -1.609 -1.074 3.239
O -1.142 -0.349 0.978
H -0.341 -2.809 1.403
H -1.805 -2.933 0.369
H -1.897 -3.297 2.164
H -2.858 -1.107 1.499
H -0.575 -1.365 3.500
H -1.773 -0.041 3.568
H -2.338 -1.763 3.719
*
```



Entry 8:
A molecular structure, C10H25IrN6O7P2S, computed with the ωB97M-V functional and the def2-TZVPD basis.

Output
E_HOMO (spin up / spin down) = -18.2 / -19.0 eV
Expectation value of S² = 8.78
Relative energy (zero: lowest compared OMol25 entry of this formula, charge and spin) = 321.7 kJ/mol
Orbital gap (spin up / spin down) = 8.980 / 4.028 eV

```
! RIJCOSX wB97M-V def2-TZVPD def2/J DEFGRID3
* xyz 3 6
Ir -6.286 -13.526 -6.660
C -8.515 -10.260 -4.754
C -7.277 -10.816 -5.520
O -7.142 -12.263 -5.295
P -5.787 -9.988 -4.770
O -5.929 -8.388 -4.627
O -5.957 -10.489 -3.229
O -4.562 -10.323 -5.483
P -7.267 -10.651 -7.310
O -6.365 -9.254 -7.533
O -8.689 -10.409 -7.659
O -6.437 -11.769 -7.868
H -8.201 -9.922 -3.783
H -9.349 -11.003 -4.786
H -8.832 -9.340 -5.199
H -7.833 -12.577 -4.700
H -5.482 -7.896 -5.381
H -5.110 -10.545 -2.783
H -6.812 -8.846 -8.341
C -7.661 -19.966 -3.523
C -8.522 -18.817 -4.015
C -8.431 -18.619 -5.528
C -8.219 -17.458 -3.224
N -7.851 -16.187 -3.866
C -6.912 -15.902 -4.818
N -7.051 -14.623 -5.193
N -8.109 -14.141 -4.427
N -8.597 -15.033 -3.663
H -8.143 -20.922 -3.667
H -7.532 -19.815 -2.422
H -6.669 -19.956 -3.959
H -9.587 -19.055 -3.775
H -7.397 -18.434 -5.772
H -9.118 -17.823 -5.806
H -8.770 -19.569 -6.009
H -7.500 -17.754 -2.474
H -9.123 -17.101 -2.663
H -6.303 -16.560 -5.466
C -3.461 -12.682 -11.030
N -4.172 -13.706 -10.302
C -4.130 -13.934 -8.966
S -5.379 -14.823 -8.099
N -2.989 -13.589 -8.362
C -2.740 -13.509 -6.893
H -2.508 -13.118 -11.342
H -3.379 -11.719 -10.423
H -4.079 -12.448 -11.899
H -5.078 -13.993 -10.761
H -2.369 -12.964 -8.908
H -3.002 -14.466 -6.383
H -3.268 -12.737 -6.377
H -1.683 -13.305 -6.668
*
```



Entry 9:
A molecular structure, C10H25IrN7OS2, computed with the ωB97M-V functional and the def2-TZVPD basis.

Output
E_HOMO = -18.3 eV
Relative energy (zero: lowest compared OMol25 entry of this formula, charge and spin) = 221.9 kJ/mol
Orbital gap = 7.809 eV

```
! RIJCOSX wB97M-V def2-TZVPD def2/J DEFGRID3
* xyz 3 1
Ir 0.847 -0.341 0.920
N 0.984 -0.102 3.185
C 2.368 -0.341 3.630
C 3.288 0.372 2.672
N 3.071 -0.190 1.323
H 0.752 0.881 3.318
H 0.327 -0.638 3.748
H 2.559 -1.415 3.624
H 2.534 0.023 4.645
H 4.328 0.269 2.988
H 3.051 1.437 2.642
H 3.426 -1.146 1.301
H 3.617 0.337 0.645
N 1.101 -0.018 -1.511
N 1.135 1.314 -1.938
C 0.817 2.331 -1.137
N 0.770 3.558 -1.614
S 0.441 2.095 0.510
H 1.965 -0.474 -1.798
H 0.327 -0.508 -1.967
H 1.344 1.495 -2.913
H 0.986 3.809 -2.570
H 0.574 4.324 -0.984
C -4.020 -0.107 0.987
S -2.448 0.684 0.621
O -1.402 -0.327 1.108
C -2.367 0.443 -1.174
C -2.195 -0.853 -1.645
C -2.057 -1.066 -3.009
C -2.065 0.018 -3.883
C -2.258 1.306 -3.401
C -2.397 1.528 -2.035
H -4.083 -1.098 0.543
H -4.791 0.549 0.580
H -4.133 -0.172 2.068
H -2.212 -1.685 -0.953
H -1.965 -2.076 -3.385
H -1.942 -0.150 -4.945
H -2.310 2.140 -4.089
H -2.567 2.530 -1.660
N 1.518 -3.150 0.711
N 0.244 -2.549 1.052
H 1.462 -3.755 -0.100
H 1.914 -3.672 1.484
H -0.050 -2.788 1.995
H -0.492 -2.821 0.408
*
```



Entry 10:
A molecular structure, C10H25IrO9PS, computed with the ωB97M-V functional and the def2-TZVPD basis.

Output
E_HOMO (spin up / spin down) = -13.0 / -13.0 eV
Orbital gap (spin up / spin down) = 7.601 / 7.529 eV

```
! RIJCOSX wB97M-V def2-TZVPD def2/J DEFGRID3
* xyz 1 1
Ir 0.103 0.301 -0.331
C 1.709 -0.425 2.475
O 0.360 -0.202 2.072
C -0.527 -1.258 2.431
C -0.570 -2.332 1.341
O -1.070 -1.814 0.110
C -2.467 -2.011 -0.076
H 1.736 -0.574 3.559
H 2.266 0.468 2.203
H 2.153 -1.290 1.976
H -1.507 -0.789 2.563
H -0.204 -1.705 3.377
H -1.165 -3.191 1.667
H 0.449 -2.663 1.126
H -2.682 -3.082 -0.074
H -2.720 -1.602 -1.048
H -3.056 -1.509 0.694
O 2.732 1.190 -2.991
S 1.727 0.899 -2.046
O 0.643 1.933 -1.870
O 0.917 -0.359 -2.260
O 2.207 0.718 -0.616
C -0.828 4.684 1.360
C -0.655 4.115 -0.034
O -1.749 3.249 -0.369
P -1.811 1.700 -0.029
O -2.441 1.468 1.414
C -3.843 1.607 1.749
C -4.255 3.055 1.891
O -2.994 1.217 -0.961
C -2.965 1.366 -2.395
C -3.953 2.444 -2.801
H 0.006 5.337 1.600
H -0.879 3.876 2.085
H -1.747 5.263 1.421
H 0.280 3.555 -0.125
H -0.666 4.901 -0.792
H -3.945 1.086 2.704
H -4.444 1.111 0.985
H -3.673 3.534 2.672
H -5.308 3.097 2.152
H -4.103 3.587 0.957
H -3.270 0.397 -2.803
H -1.948 1.597 -2.719
H -4.925 2.230 -2.360
H -4.059 2.442 -3.881
H -3.619 3.425 -2.471
*
```



Entry 11:
5 unconnected molecules or ions with the total composition C10H26Br4O3S3, computed with the ωB97M-V functional and the def2-TZVPD basis.

Output
E_HOMO = -8.8 eV
Relative energy (zero: lowest compared OMol25 entry of this formula, charge and spin) = 0.0 kJ/mol
Orbital gap = 9.241 eV

```
! RIJCOSX wB97M-V def2-TZVPD def2/J DEFGRID3
* xyz 0 1
C -0.448 -4.415 -2.564
S -2.192 -4.633 -2.090
O -2.199 -4.826 -0.611
C -2.631 -2.878 -2.304
H -0.266 -4.248 -3.621
H 0.075 -5.313 -2.228
H -0.050 -3.624 -1.924
H -2.077 -2.395 -1.494
H -3.696 -2.731 -2.158
H -2.224 -2.438 -3.214
C 0.282 3.994 4.030
S 1.077 3.142 2.648
O 1.196 4.090 1.489
C 2.736 3.166 3.358
H -0.775 4.125 3.795
H 0.709 4.945 4.342
H 0.307 3.316 4.890
H 3.481 2.821 2.643
H 2.830 2.556 4.264
H 3.016 4.168 3.688
C 2.314 0.423 -2.925
S 0.515 0.219 -3.038
O 0.190 -1.045 -2.295
C 0.109 1.519 -1.831
H 2.525 1.417 -3.328
H 2.956 -0.298 -3.421
H 2.464 0.418 -1.848
H 0.898 1.809 -1.138
H -0.726 1.100 -1.283
H -0.142 2.450 -2.343
Br -3.161 2.505 -0.676
C -3.636 0.733 0.078
C -4.200 0.832 1.479
Br -2.767 1.078 2.814
H -2.720 0.167 -0.034
H -4.428 0.318 -0.544
H -4.771 -0.064 1.711
H -4.876 1.677 1.571
Br 2.941 -2.289 2.638
C 2.088 -1.443 1.073
C 2.638 -2.009 -0.217
Br 4.501 -1.450 -0.485
H 2.346 -0.391 1.114
H 1.029 -1.613 1.229
H 2.026 -1.795 -1.091
H 2.737 -3.091 -0.151
*
```